1.
Molecular formula: F3HN2
Method: DFT, ωB97M-V with the def2-TZVPD basis set

Results
**Energy**: -11140.663 eV
**F_max**: 3.94 eV Å⁻¹

Structure (XYZ):
```
6
Properties=species:S:1:pos:R:3:forces:R:3
F 0.322 1.165 1.448 1.330 2.287 0.585
N -0.292 0.283 -0.956 0.829 1.140 0.705
H 0.695 -0.063 -1.225 -1.763 -0.321 0.590
F -1.198 -0.645 -1.385 0.683 -0.283 0.201
F 0.723 -0.829 1.063 1.233 -1.025 0.560
N -0.250 0.088 1.055 -2.312 -1.799 -2.640
```
Positions in Å, forces in eV/Å.

These are the Löwdin partial charges, in e, on atoms 1 to 4: number 1, F, carries 0.027; number 2, N, carries 0.057; number 3, H, carries 0.098; number 4, F, carries -0.117

2.
Molecular formula: H22O13V
Method: DFT, ωB97M-V with the def2-TZVPD basis set

Results
**Total charge**: +1
**Energy**: -52656.873 eV
**F_max**: 3.37 eV Å⁻¹

Structure (XYZ):
```
36
Properties=species:S:1:pos:R:3:forces:R:3
O 4.015 1.717 0.958 0.278 0.289 0.439
O -3.492 0.322 1.254 -0.017 -0.428 -0.257
H -1.835 -2.384 -1.023 -1.174 0.062 0.980
H 2.638 3.108 -0.355 0.116 -0.187 0.316
H 1.586 -3.019 0.669 -0.283 -0.355 -0.215
O 2.058 3.864 -0.440 -0.219 0.186 -0.515
H -1.047 1.451 2.900 0.191 -0.092 0.146
V 0.421 -0.441 -0.393 -0.962 1.207 2.993
H 3.908 2.007 -2.149 0.244 0.379 -0.124
O -3.375 -2.374 0.022 0.445 -0.443 -0.533
H -2.218 1.380 1.944 -0.015 -0.278 -0.072
H 2.116 -1.838 1.455 0.152 0.465 0.272
H -1.457 1.961 -1.350 0.044 0.269 0.605
H -4.145 -2.291 -0.541 -0.398 -0.130 -0.088
O 1.452 -1.041 -2.364 -0.282 0.104 0.139
H 3.590 0.540 -2.346 0.077 -0.186 -0.029
O -1.949 -1.847 3.032 0.122 0.012 0.234
O -0.653 -0.348 0.795 1.332 -0.073 -1.944
H 3.698 1.050 1.567 -0.089 0.029 0.222
O 1.542 0.608 0.000 -1.325 -1.378 -0.423
H 1.123 -0.650 -3.174 -0.144 0.256 -0.345
H -2.215 -1.333 2.270 0.068 0.259 -0.144
H -3.298 -1.521 0.450 -0.067 0.545 0.474
H -0.712 -2.772 -1.960 0.231 -0.118 -0.274
H -4.192 0.674 1.804 -0.409 0.004 0.389
H -0.773 1.395 -2.577 0.114 0.130 -0.293
H 2.021 -1.754 -2.655 0.277 -0.394 0.160
O -0.893 1.243 -1.639 0.479 -1.152 -0.094
O 1.477 -2.075 0.783 -0.124 0.273 -0.735
H 3.739 1.404 0.096 0.029 -0.313 -0.403
O 3.541 1.246 -1.701 -0.101 0.005 -0.328
H -2.211 -2.743 2.820 -0.116 -0.272 0.025
H 1.677 3.974 0.431 -0.018 0.019 0.262
H -3.664 0.685 0.385 -0.040 0.250 -0.324
O -0.927 -2.175 -1.243 1.398 0.382 -0.583
O -1.548 1.977 2.276 0.184 0.673 0.067
```
Positions in Å, forces in eV/Å.

These are the Löwdin partial charges, in e, on atoms 1 to 4: number 1, O, carries -0.053; number 2, O, carries -0.029; number 3, H, carries 0.022; number 4, H, carries -0.027

3.
Molecular formula: C4H9NO2
Method: DFT, ωB97M-V with the def2-TZVPD basis set

Results
**Energy**: -9876.117 eV
**F_max**: 1.79 eV Å⁻¹

Structure (XYZ):
```
16
Properties=species:S:1:pos:R:3:forces:R:3
C -1.646 -1.030 -0.502 0.041 0.009 0.062
O 0.220 0.824 1.267 0.081 0.292 -0.025
C -0.994 1.145 0.865 0.326 -0.067 0.330
H 0.505 1.095 -1.340 0.140 -0.096 -0.051
H 1.697 -0.434 1.756 0.024 -0.056 -0.197
C 1.885 0.184 -0.308 0.276 -0.139 0.213
N -1.740 0.332 0.084 0.166 0.377 0.821
H 2.406 1.115 -0.035 -0.067 -0.185 -0.122
H -0.763 -1.087 -1.148 -0.219 0.093 0.215
H 2.629 -0.585 -0.528 0.001 0.093 -0.073
H -2.604 0.771 0.381 -0.864 -0.917 -1.276
O 1.104 0.347 -1.477 -0.115 0.195 0.034
H 0.504 -1.176 0.668 0.041 0.104 0.018
C 1.062 -0.264 0.882 0.108 -0.265 -0.130
H -1.584 -1.820 0.258 -0.041 0.243 -0.072
H -2.519 -1.242 -1.130 0.102 0.317 0.253
```
Positions in Å, forces in eV/Å.

These are the Löwdin partial charges, in e, on atoms 1 to 4: number 1, C, carries -0.079; number 2, O, carries -0.112; number 3, C, carries -0.166; number 4, H, carries 0.087

4.
Molecular formula: C24H30N2O6
Method: DFT, ωB97M-V with the def2-TZVPD basis set

Results
**SMILES**: CCOc1ccccc1NC(=O)COC(=O)[C@H](CC(C)C)N1C(=O)[C@H]2CC=CC[C@H]2C1=O
**Energy**: -40642.004 eV
**F_max**: 0.77 eV Å⁻¹

Structure (XYZ):
```
62
Properties=species:S:1:pos:R:3:forces:R:3
C 3.457 0.696 -0.449 -0.033 0.149 -0.113
H 0.738 -0.470 -3.580 0.071 0.128 -0.055
C -3.487 0.858 2.918 0.123 -0.080 0.089
C 2.709 -2.453 1.490 0.515 -0.071 -0.036
C -2.084 0.236 3.068 -0.196 0.018 0.130
H -0.821 -1.163 -1.397 -0.028 -0.002 -0.002
H -2.096 1.875 0.598 0.053 0.006 -0.084
O 0.280 0.031 0.373 0.055 0.157 -0.180
H -1.118 -3.319 1.575 0.102 0.162 -0.115
H -1.049 -2.943 -3.047 0.081 -0.114 -0.065
H -4.071 2.854 3.709 -0.080 0.177 0.069
N 3.072 -0.545 0.068 -0.141 0.050 -0.629
O 2.134 0.086 -2.291 0.381 -0.049 0.355
H -2.842 0.138 -1.956 -0.038 0.127 -0.063
H 3.052 -2.849 2.447 -0.022 0.152 -0.191
O 1.021 -2.900 -0.576 0.005 -0.020 -0.074
C -1.810 -2.787 -0.389 0.338 0.173 0.062
H -3.877 -1.161 -1.363 -0.134 -0.040 0.007
H 2.419 -1.029 -0.541 0.064 -0.129 0.242
C -3.383 2.346 3.054 -0.076 -0.029 0.064
C -2.911 -0.675 -1.237 0.279 -0.046 -0.026
O 4.100 -0.600 2.108 0.165 0.121 0.170
H -4.159 0.426 3.657 -0.015 -0.041 -0.086
H 2.911 2.512 -3.267 -0.080 -0.021 -0.081
C -1.019 0.946 2.226 0.083 0.184 -0.059
C 0.567 -2.596 0.493 -0.264 -0.180 -0.046
H -1.825 0.244 4.130 0.010 -0.068 -0.105
H -2.813 -2.877 -2.935 -0.128 -0.088 -0.056
C -1.535 2.195 1.482 0.115 -0.088 0.050
H 1.733 0.881 -4.166 -0.014 -0.112 0.083
C -1.781 -1.680 -1.456 -0.129 -0.100 -0.084
H 4.399 4.052 -2.093 0.018 0.073 -0.040
H 5.297 3.467 0.133 0.060 0.052 0.052
C 4.639 2.786 -0.385 -0.028 0.089 -0.138
C -2.444 2.983 2.373 0.071 0.079 -0.037
H -2.874 -0.250 -0.237 -0.083 0.093 0.097
C -0.923 -2.530 0.834 -0.142 -0.243 -0.236
O -2.723 -2.124 2.993 -0.158 -0.174 0.070
H 0.593 2.435 -2.604 -0.043 0.091 0.013
C 0.163 1.451 -2.772 0.309 -0.181 -0.015
O 1.289 -2.357 1.587 -0.067 0.083 0.307
C 4.303 1.577 0.204 0.038 -0.027 0.106
C -1.898 -2.293 -2.850 0.124 0.142 0.234
C 3.372 -1.079 1.265 -0.353 -0.673 0.138
H -1.919 -1.513 -3.607 -0.033 0.068 -0.147
C 4.135 3.114 -1.628 0.080 0.096 0.083
H -0.227 1.086 -1.825 -0.096 -0.029 0.082
H -1.453 -3.719 -0.830 -0.052 -0.058 0.047
H -2.834 -2.946 -0.046 -0.016 -0.068 0.031
H -3.881 0.614 1.925 -0.063 -0.073 -0.012
C 2.936 1.032 -1.715 0.151 0.133 0.189
C -2.081 -1.197 2.579 0.070 0.271 0.208
H -0.169 1.246 2.845 -0.037 -0.085 -0.056
C 1.212 0.472 -3.290 -0.438 0.161 -0.235
H 2.973 -3.132 0.671 -0.032 0.074 0.165
H 4.691 1.311 1.173 0.001 -0.036 0.015
N -1.196 -1.279 1.520 0.124 -0.404 -0.197
H -0.689 2.787 1.137 -0.037 -0.052 -0.076
C -0.534 -0.103 1.250 -0.133 0.288 0.323
H -0.648 1.537 -3.490 -0.095 0.034 -0.102
H -2.312 4.052 2.428 -0.068 0.183 0.068
C 3.286 2.242 -2.292 -0.135 -0.231 -0.110
```
Positions in Å, forces in eV/Å.

These are the Löwdin partial charges, in e, on atoms 1 to 4: number 1, C, carries -0.135; number 2, H, carries 0.118; number 3, C, carries -0.124; number 4, C, carries -0.040

Asked for energy above the lowest of the compared OMol25 structures with the same formula, charge and spin across the records above, the calculation gives 85.5; 20.5; 90.9; 7.0 kcal/mol in order.